The following is a DFT calculation (ωB97M-V/def2-TZVPD) of a 2-piece molecular cluster, C4FN3O3 overall at a distorted geometry.

Values from the calculation:
HOMO: -11.49 eV
LUMO level: -0.003 hartree
Energy above the lowest of the compared OMol25 structures with the same formula, charge and spin: 0.157 eV

```
! wB97M-V def2-TZVPD RIJCOSX def2/J DEFGRID3
* xyz 0 1
C 3.047 -0.383 -0.590
C 1.476 0.944 0.755
C -2.455 0.794 -0.809
C -1.341 -0.993 0.406
N 3.927 -0.693 -1.270
N 2.107 0.044 0.283
N -3.238 1.530 -1.184
O -0.382 -1.479 0.894
O 0.854 1.692 1.345
O -1.451 0.143 -0.333
F -2.543 -1.598 0.503
*
```


The following is a DFT calculation (ωB97M-V/def2-TZVPD) of C4H5N3O in the gas phase at a distorted geometry.

Values from the calculation:
HOMO: -10.60 eV
LUMO level: 0.015 hartree
Energy above the lowest of the compared OMol25 structures with the same formula, charge and spin: 1.915 eV

```
! wB97M-V def2-TZVPD RIJCOSX def2/J DEFGRID3
* xyz 0 1
C -1.973 -0.702 -0.040
C -0.510 1.429 -0.017
C 1.189 -0.286 0.117
C 2.656 -0.364 -0.017
H -1.099 -1.362 -0.043
H -2.581 1.225 -0.048
H -0.786 2.511 -0.054
H 0.791 -0.877 -0.709
H 0.901 -0.814 1.037
N -1.715 0.654 -0.079
N 0.702 1.084 0.085
N 3.800 -0.619 -0.094
O -3.113 -1.123 0.021
*
```


The following is a DFT calculation (ωB97M-V/def2-TZVPD) of an isolated ion of composition CH4B2BrCl2O and charge -1.

Values from the calculation:
HOMO: -4.93 eV
LUMO level: 0.126 hartree

```
! wB97M-V def2-TZVPD RIJCOSX def2/J DEFGRID3
* xyz -1 1
C -1.164 -0.279 -1.089
B 0.210 -0.262 -0.314
O 1.230 -1.004 -0.859
B 0.503 0.613 1.124
Cl 2.352 0.611 1.542
Cl -0.115 2.383 1.082
Br -0.501 -0.409 2.634
H -1.361 0.715 -1.504
H -1.987 -0.483 -0.397
H -1.190 -1.011 -1.900
H 2.023 -0.874 -0.319
*
```


The following is a DFT calculation (ωB97M-V/def2-TZVPD) of a 2-piece molecular cluster, C28H20ClNO3S overall at a distorted geometry.

Values from the calculation:
HOMO: -6.71 eV
LUMO level: -0.093 hartree
Energy above the lowest of the compared OMol25 structures with the same formula, charge and spin: 0.000 eV

```
! wB97M-V def2-TZVPD RIJCOSX def2/J DEFGRID3
* xyz 0 1
N 1.946 -7.570 5.852
C 1.702 -6.762 5.041
C 1.373 -5.795 4.011
C 2.366 -4.953 3.474
C 2.042 -4.101 2.415
C 0.741 -4.127 1.917
S 0.345 -3.229 0.417
C -0.077 -1.629 0.931
Cl 1.018 -0.435 0.622
O 1.613 -3.221 -0.257
O -0.818 -3.887 -0.134
C -0.269 -4.880 2.490
C 0.051 -5.740 3.539
H 3.383 -4.974 3.881
H 2.787 -3.431 1.997
H -0.969 -1.558 1.546
H -1.286 -4.806 2.126
H -0.728 -6.369 3.981
C -1.215 6.584 2.351
O -1.924 5.317 2.273
C -1.354 4.325 1.540
C -2.059 3.109 1.544
C -1.670 2.070 0.745
C -0.531 2.165 -0.102
C -0.294 1.161 -1.125
C 0.995 1.068 -1.830
C 0.772 0.445 -3.110
C 1.812 0.235 -4.007
C 3.090 0.692 -3.694
C 3.331 1.242 -2.422
C 2.299 1.430 -1.490
C -0.655 0.175 -3.225
C -1.306 0.553 -1.978
C -2.680 0.708 -1.987
C -3.394 0.398 -3.159
C -2.753 -0.043 -4.322
C -1.365 -0.201 -4.333
C 0.185 3.387 -0.042
C -0.159 4.409 0.811
H -1.876 7.217 2.991
H -0.232 6.474 2.839
H -1.115 7.050 1.363
H -2.917 3.032 2.210
H -2.230 1.141 0.774
H 1.561 -0.222 -4.982
H 3.907 0.585 -4.401
H 4.339 1.508 -2.128
H 2.510 1.809 -0.482
H -3.188 1.029 -1.096
H -4.480 0.508 -3.147
H -3.335 -0.231 -5.227
H -0.827 -0.518 -5.239
H 1.061 3.561 -0.679
H 0.480 5.294 0.919
*
```


The following is a DFT calculation (ωB97M-V/def2-TZVPD) of C25H31N5NiO7PS4 as an isolated structure at a distorted geometry.

Values from the calculation:
HOMO (spin up / spin down): -3.88 / -4.85 eV
LUMO level (spin up / spin down): 0.079 / 0.078 hartree
Energy above the lowest of the compared OMol25 structures with the same formula, charge and spin: 0.762 eV
Expectation value of S²: 2.01

```
! wB97M-V def2-TZVPD RIJCOSX def2/J DEFGRID3
* xyz -1 3
Ni -0.444 0.782 0.261
O -4.030 5.257 1.313
C -4.640 4.136 1.642
O -5.748 4.130 2.133
C -3.909 2.871 1.400
C -4.382 1.601 1.696
N -3.429 0.728 1.352
N -2.375 1.339 0.853
C -2.623 2.638 0.855
C -1.558 3.530 0.312
O -1.713 4.763 0.307
O -0.535 2.933 -0.111
H -3.101 5.120 0.912
H -5.309 1.306 2.142
H -3.413 -0.284 1.392
C -3.949 0.071 -2.807
O -3.064 0.135 -1.704
P -1.564 0.709 -1.859
O -1.024 -0.062 -3.207
C -0.125 -1.144 -3.058
O -1.974 2.097 -2.590
C -1.009 3.068 -2.937
H -3.406 -0.136 -3.730
H -4.485 1.014 -2.914
H -4.660 -0.736 -2.615
H 0.845 -0.843 -3.459
H -0.511 -1.997 -3.615
H -0.007 -1.430 -2.011
H -1.347 4.032 -2.554
H -0.916 3.112 -4.023
H -0.038 2.843 -2.502
S 1.843 0.437 -0.424
C 2.722 1.821 -0.012
N 2.100 3.039 0.039
C 2.731 4.159 0.433
C 4.057 4.157 0.742
C 4.759 2.930 0.673
C 4.098 1.790 0.305
H 1.065 3.053 -0.055
H 2.115 5.044 0.491
H 4.558 5.062 1.036
H 5.803 2.898 0.941
H 4.593 0.833 0.274
S 0.989 -6.557 2.032
C 0.444 -5.183 1.310
S -0.222 -3.837 2.205
C -0.548 -2.996 0.633
N -0.127 -3.697 -0.359
N 0.422 -4.883 -0.014
C 0.950 -5.644 -1.071
C 1.006 -7.034 -1.047
C 1.521 -7.713 -2.136
C 1.968 -7.026 -3.251
C 1.890 -5.643 -3.282
C 1.388 -4.950 -2.199
S -1.432 -1.577 0.567
H 0.653 -7.580 -0.189
H 1.561 -8.793 -2.117
H 2.372 -7.569 -4.092
H 2.223 -5.105 -4.159
H 1.321 -3.873 -2.206
C 2.019 -0.270 3.364
C 1.523 1.117 2.958
C 1.518 2.079 4.158
C 0.138 1.056 2.332
H 3.032 -0.224 3.764
H 2.023 -0.927 2.497
H 1.374 -0.715 4.120
H 2.254 1.522 2.245
H 0.804 1.755 4.912
H 1.248 3.084 3.837
H 2.504 2.121 4.618
H -0.373 2.017 2.486
H -0.448 0.239 2.773
*
```


The following is a DFT calculation (ωB97M-V/def2-TZVPD) of a 7-piece molecular cluster, C32H67B2BrClO13 overall at a distorted geometry.

Values from the calculation:
HOMO: -3.74 eV
LUMO level: 0.068 hartree
Energy above the lowest of the compared OMol25 structures with the same formula, charge and spin: 0.000 eV

```
! wB97M-V def2-TZVPD RIJCOSX def2/J DEFGRID3
* xyz -1 1
C 3.899 2.292 -2.849
C 3.901 2.734 -4.332
B 2.603 2.442 -5.227
O 2.852 2.619 -6.661
B 1.028 2.012 -4.741
C 1.001 0.744 -3.684
C -0.290 -0.124 -3.588
C -1.491 0.248 -4.479
Cl -0.957 -0.251 -1.863
C 0.033 3.287 -4.445
C 0.137 4.093 -3.118
C -0.081 3.306 -1.810
Br 1.717 5.324 -3.019
H 3.770 1.197 -2.817
H 4.885 2.469 -2.385
H 3.099 2.711 -2.235
H 4.777 2.251 -4.822
H 4.127 3.817 -4.366
H 3.118 1.750 -6.947
H 0.574 1.533 -5.776
H 1.800 0.051 -4.023
H 1.308 0.996 -2.655
H -0.027 -1.163 -3.835
H -1.248 0.401 -5.530
H -2.041 1.088 -4.037
H -2.200 -0.603 -4.439
H 0.220 4.024 -5.255
H -1.039 3.045 -4.565
H -0.696 4.811 -3.137
H -0.952 2.661 -1.954
H -0.373 4.049 -1.045
H 0.805 2.801 -1.420
O 3.595 -2.008 -1.629
C 2.985 -2.922 -1.153
O 2.735 -4.007 -1.914
C 2.185 -5.223 -1.406
C 0.674 -5.171 -1.334
C 2.422 -2.852 0.241
H 2.637 -5.481 -0.446
H 2.491 -5.996 -2.111
H 0.333 -4.398 -0.645
H 0.272 -6.129 -1.001
H 0.256 -4.935 -2.314
H 1.468 -2.326 0.212
H 3.117 -2.295 0.866
H 2.289 -3.824 0.713
O 3.372 -0.767 2.378
C 3.015 0.371 2.524
O 1.743 0.616 2.861
C 1.259 1.910 3.239
C 0.886 2.736 2.027
C 3.944 1.525 2.258
H 1.973 2.419 3.889
H 0.367 1.732 3.840
H 1.749 2.927 1.389
H 0.465 3.695 2.331
H 0.152 2.207 1.418
H 3.943 1.738 1.189
H 4.947 1.233 2.562
H 3.697 2.430 2.810
O -2.973 5.238 -4.456
C -3.415 5.145 -5.564
O -2.667 4.575 -6.517
C -3.145 4.252 -7.821
C -3.056 5.442 -8.753
C -4.757 5.729 -5.926
H -4.152 3.831 -7.773
H -2.494 3.457 -8.181
H -3.684 6.267 -8.415
H -3.367 5.163 -9.762
H -2.032 5.813 -8.793
H -4.635 6.790 -6.141
H -5.421 5.613 -5.071
H -5.241 5.240 -6.769
O -1.390 -5.749 1.369
C -2.382 -5.188 0.983
O -2.994 -5.632 -0.123
C -4.264 -5.146 -0.566
C -4.110 -3.882 -1.384
C -2.895 -3.952 1.670
H -4.947 -5.019 0.276
H -4.682 -5.937 -1.188
H -3.677 -3.074 -0.794
H -5.077 -3.550 -1.766
H -3.441 -4.055 -2.227
H -2.347 -3.085 1.301
H -2.718 -4.058 2.739
H -3.963 -3.788 1.544
O -2.071 -4.025 4.859
C -2.309 -5.153 5.192
O -3.228 -5.372 6.150
C -3.710 -6.671 6.498
C -2.799 -7.351 7.497
C -1.544 -6.316 4.619
H -3.875 -7.275 5.604
H -4.688 -6.509 6.948
H -1.803 -7.516 7.086
H -3.212 -8.315 7.798
H -2.681 -6.728 8.385
H -0.607 -6.428 5.165
H -1.327 -6.101 3.573
H -2.091 -7.257 4.637
O 3.436 4.664 5.618
C 3.411 4.011 6.623
O 2.300 3.327 6.946
C 2.222 2.385 8.018
C 1.940 3.070 9.339
C 4.578 4.008 7.575
H 3.118 1.761 8.053
H 1.394 1.723 7.767
H 2.743 3.754 9.617
H 1.823 2.333 10.135
H 1.025 3.659 9.270
H 4.508 4.881 8.224
H 5.494 4.070 6.991
H 4.653 3.108 8.182
*
```


The following is a DFT calculation (ωB97M-V/def2-TZVPD) of C4H10N2O in the gas phase.

Values from the calculation:
HOMO: -8.76 eV
LUMO level: 0.034 hartree
Energy above the lowest of the compared OMol25 structures with the same formula, charge and spin: 1.619 eV

```
! wB97M-V def2-TZVPD RIJCOSX def2/J DEFGRID3
* xyz 0 1
C 2.464 -1.136 -0.141
N 1.238 1.218 -0.522
C 0.510 0.209 -0.239
O 1.050 -1.011 -0.026
N -0.867 0.155 -0.132
C -1.520 -0.938 0.570
C -1.577 1.414 -0.147
H 2.835 -1.568 0.792
H 2.682 -1.813 -0.971
H 2.919 -0.161 -0.319
H 0.700 2.071 -0.618
H -1.555 -0.775 1.659
H -0.995 -1.870 0.373
H -2.547 -1.028 0.202
H -1.337 1.980 -1.053
H -2.651 1.213 -0.159
H -1.350 2.041 0.730
*
```


The following is a DFT calculation (ωB97M-V/def2-TZVPD) of C10H14N2O2 in the gas phase at a distorted geometry.

Values from the calculation:
HOMO (spin up / spin down): -7.63 / -6.80 eV
LUMO level (spin up / spin down): 0.017 / -0.034 hartree
Energy above the lowest of the compared OMol25 structures with the same formula, charge and spin: 3.739 eV

```
! wB97M-V def2-TZVPD RIJCOSX def2/J DEFGRID3
* xyz 0 1
C 1.553 -1.055 -2.414
C 0.715 -1.574 -0.099
C 0.171 3.151 -0.474
C -2.116 -0.209 -2.032
C 0.622 1.872 -0.499
C -1.283 0.794 -1.730
C -0.164 0.713 -0.842
C 1.169 -0.262 2.271
C -1.282 -1.028 1.987
C -0.231 -0.087 1.473
N 1.380 -1.817 -1.432
N 0.203 -0.395 0.051
O 2.196 -0.732 -3.342
O 0.865 -2.540 0.613
H 0.832 3.934 -0.098
H -0.880 3.422 -0.459
H -2.938 0.044 -2.527
H -1.974 -1.224 -1.750
H 1.672 1.594 -0.129
H -1.471 1.780 -2.107
H 1.985 -0.234 1.538
H 1.332 0.492 2.988
H 1.142 -1.151 2.801
H -2.226 -0.577 1.656
H -1.261 -1.187 3.073
H -1.268 -1.973 1.343
H -0.503 0.987 1.533
H 1.762 -2.737 -1.391
*
```


Q: Which DFT total energy values were calculated for the entries above? A: -642.21388, -394.89720, -3660.10913, -2217.67087, -5214.32376, -5321.57972, -343.14195, -649.26318, in Eh.